The ion C4H13N2 with charge +1 in a non-equilibrium geometry, computed with ωB97M-V with the def2-TZVPD basis set.

Charge = +1
Energy above the lowest of the compared OMol25 structures with the same formula, charge and spin = 285.9 kJ/mol
2S+1 = 1
SMILES = CC[C@H]([NH3+])CN
HOMO = -0.5281 Eh

Last column: Löwdin charge in e.
Positions of all 19 atoms, in Å:
C (-0.88, -0.94, -2.18)  -0.10
C (-0.31, 0.25, -1.41)  -0.22
C (0.20, -0.19, 0.01)  -0.20
N (-1.19, -0.16, 1.07)  0.17
C (1.15, 0.79, 0.66)  -0.18
N (1.44, 0.26, 2.12)  0.01
H (-1.20, -0.76, -3.17)  0.05
H (-0.10, -1.72, -2.20)  0.08
H (-1.85, -1.39, -1.51)  0.14
H (-0.79, 1.16, -1.07)  0.10
H (0.64, 0.41, -2.11)  0.17
H (0.68, -1.13, 0.04)  0.13
H (-1.67, 0.74, 0.82)  0.15
H (-0.71, -0.24, 2.10)  0.20
H (-1.99, -0.77, 0.91)  0.13
H (0.84, 1.87, 0.84)  0.15
H (2.03, 0.81, 0.12)  0.10
H (1.40, 1.17, 2.54)  0.05
H (2.31, -0.16, 2.41)  0.07

---

A structure of composition C4H13N2 in a non-equilibrium geometry, computed with ωB97M-V with the def2-TZVPD basis set.

Charge = +1
Energy above the lowest of the compared OMol25 structures with the same formula, charge and spin = 653.4 kJ/mol
2S+1 = 1
HOMO = -0.5633 Eh

Last column: Löwdin charge in e.
Positions of all 19 atoms, in Å:
C (0.78, -0.63, 0.45)  -0.22
C (-0.45, -1.56, 0.46)  -0.18
C (-1.50, -1.17, 1.50)  -0.18
C (-2.05, 0.24, 1.31)  -0.22
N (-1.05, 1.18, 1.71)  0.18
N (0.41, 0.63, -0.11)  0.17
H (1.16, -0.51, 1.48)  0.16
H (1.57, -1.12, -0.14)  0.15
H (-0.17, -2.60, 0.61)  0.13
H (-0.90, -1.49, -0.54)  0.12
H (-2.30, -1.90, 1.49)  0.13
H (-1.04, -1.19, 2.50)  0.12
H (-2.95, 0.42, 1.92)  0.16
H (5.29, 2.31, -7.49)  0.00
H (-2.34, 0.42, 0.26)  0.16
H (-0.24, 1.10, 0.78)  0.04
H (5.98, 2.53, -7.65)  0.00
H (1.23, 1.20, -0.33)  0.13
H (-1.43, 2.13, 1.80)  0.13

---

A cluster of 2 separate species, C4H13N2 in total in a non-equilibrium geometry, computed with ωB97M-V with the def2-TZVPD basis set.

Charge = +2
Energy above the lowest of the compared OMol25 structures with the same formula, charge and spin = 191.9 kJ/mol
2S+1 = 2
HOMO (spin up / spin down) = -0.6432 / -0.6431 Eh

Last column: Löwdin charge in e.
Positions of all 19 atoms, in Å:
N (0.75, -0.54, 0.66)  0.20
C (0.74, 0.89, 1.14)  -0.09
C (0.33, 1.81, -0.04)  -0.12
N (0.16, 3.18, 0.41)  0.37
H (-0.19, -0.98, 0.60)  0.14
H (1.02, -0.59, -0.33)  0.16
H (1.37, -1.16, 1.20)  0.19
H (0.02, 0.97, 1.95)  0.15
H (1.74, 1.14, 1.47)  0.15
H (1.08, 1.70, -0.82)  0.15
H (-0.64, 1.46, -0.47)  0.18
H (0.03, 3.88, -0.34)  0.19
H (-0.62, 3.30, 1.07)  0.19
C (-1.25, -1.94, -1.28)  -0.09
C (-0.63, -3.03, -0.81)  -0.04
H (-0.79, -1.19, -1.93)  0.06
H (-2.33, -1.92, -1.25)  0.07
H (0.42, -3.22, -0.98)  0.07
H (-1.20, -3.76, -0.26)  0.08

---

A cluster of 2 separate species, C4H13N2O in total in a non-equilibrium geometry, computed with ωB97M-V with the def2-TZVPD basis set.

Charge = +1
Energy above the lowest of the compared OMol25 structures with the same formula, charge and spin = 301.5 kJ/mol
2S+1 = 1
HOMO = -0.4742 Eh

Last column: Löwdin charge in e.
Positions of all 20 atoms, in Å:
C (-2.43, 0.23, 0.79)  -0.34
C (-1.80, 0.11, -0.64)  -0.18
C (-0.52, -0.61, -0.56)  -0.11
C (0.65, -0.07, -0.92)  -0.08
N (1.97, -0.61, -0.43)  0.18
N (-2.38, -1.04, 1.35)  -0.02
H (-1.85, 0.98, 1.42)  0.14
H (-3.40, 0.72, 0.65)  0.11
H (-2.53, -0.32, -1.38)  0.14
H (-1.41, 1.13, -0.89)  0.12
H (-0.50, -1.59, 0.06)  0.15
H (0.68, 0.89, -1.35)  0.11
H (2.64, 0.20, -0.16)  0.12
H (2.44, -1.33, -0.96)  0.16
H (1.74, -1.01, 0.48)  0.15
H (-3.13, -1.38, 0.66)  0.13
H (-2.82, -1.16, 2.25)  0.08
H (4.02, 2.09, -0.68)  0.10
H (4.78, 1.43, 0.36)  0.14
O (3.84, 1.33, -0.05)  -0.09

---

A cluster of 2 separate species, C4H13N2O in total in a non-equilibrium geometry, computed with ωB97M-V with the def2-TZVPD basis set.

Charge = +1
Energy above the lowest of the compared OMol25 structures with the same formula, charge and spin = 207.2 kJ/mol
2S+1 = 1
HOMO = -0.5514 Eh

Last column: Löwdin charge in e.
Positions of all 20 atoms, in Å:
C (0.09, -1.25, 2.05)  -0.11
C (1.34, -0.40, 1.86)  -0.22
C (1.53, -0.08, 0.35)  -0.14
N (0.35, 0.67, -0.12)  0.10
C (-0.06, 0.93, -1.31)  -0.15
N (-0.79, 2.00, -1.74)  0.15
H (-0.82, -0.82, 2.47)  0.08
H (-0.12, -1.81, 1.13)  0.08
H (0.20, -2.01, 2.84)  0.09
H (1.28, 0.45, 2.54)  0.11
H (2.28, -0.92, 2.02)  0.12
H (2.41, 0.52, 0.14)  0.13
H (1.65, -1.08, -0.08)  0.13
H (-0.24, 1.01, 0.63)  0.17
H (0.23, 0.35, -2.19)  0.15
H (-1.72, 1.87, -2.10)  0.11
H (-0.61, 2.92, -1.37)  0.12
H (-2.82, -0.18, -2.29)  0.04
H (-2.18, -1.55, -2.47)  0.07
O (-1.98, -0.61, -2.36)  -0.03

---

A cluster of 3 separate species, C4H13N2O in total in a non-equilibrium geometry, computed with ωB97M-V with the def2-TZVPD basis set.

Charge = +1
Energy above the lowest of the compared OMol25 structures with the same formula, charge and spin = 943.6 kJ/mol
2S+1 = 1
HOMO = -0.4830 Eh

Last column: Löwdin charge in e.
Positions of all 20 atoms, in Å:
C (-1.87, 0.11, -0.14)  -0.24
C (-0.61, 0.42, 0.72)  -0.13
C (0.67, 0.50, -0.10)  -0.09
C (1.40, 1.61, -0.25)  0.18
N (2.12, -1.65, 1.11)  0.17
N (-2.30, 1.28, -0.85)  0.06
H (-1.52, -0.68, -0.82)  0.09
H (-2.68, -0.26, 0.50)  0.15
H (-0.44, -0.36, 1.46)  0.13
H (-0.83, 1.40, 1.15)  0.12
H (2.43, 1.70, -0.61)  0.11
H (1.04, 2.59, 0.07)  0.12
H (1.61, -1.97, 0.31)  -0.01
H (2.67, -0.83, 0.88)  0.04
H (2.65, -2.16, 1.78)  0.06
H (-3.03, 1.13, -1.53)  0.10
H (-2.44, 2.06, -0.22)  0.09
H (0.74, -0.31, -0.89)  0.12
H (0.21, -2.63, -1.64)  0.05
O (0.18, -1.95, -0.94)  -0.11

---

A cluster of 2 separate species, C4H13N2O in total, computed with ωB97M-V with the def2-TZVPD basis set.

Charge = +1
Energy above the lowest of the compared OMol25 structures with the same formula, charge and spin = 147.7 kJ/mol
2S+1 = 1
HOMO = -0.4969 Eh

Last column: Löwdin charge in e.
Positions of all 20 atoms, in Å:
C (-1.66, 0.18, 1.91)  -0.07
C (-1.90, -1.09, 1.10)  -0.20
N (-1.40, -0.95, -0.31)  0.13
H (-1.96, 1.06, 1.33)  0.09
H (-2.26, 0.15, 2.81)  0.09
H (-0.62, 0.29, 2.19)  0.07
H (-1.39, -1.95, 1.52)  0.13
H (-2.96, -1.34, 1.05)  0.13
H (-1.11, -1.85, -0.69)  0.16
H (-2.13, -0.60, -0.94)  0.16
O (3.29, 1.79, -0.46)  0.08
C (3.06, 1.03, -1.37)  -0.24
C (1.81, 0.17, -1.36)  -0.19
N (0.76, 0.72, -0.48)  0.00
H (3.76, 0.92, -2.21)  0.13
H (1.42, 0.01, -2.36)  0.12
H (2.11, -0.80, -0.97)  0.13
H (-0.55, -0.25, -0.42)  0.09
H (1.15, 0.82, 0.45)  0.10
H (0.57, 1.68, -0.77)  0.12

---

A cluster of 2 separate species, C4H13N2O in total in a non-equilibrium geometry, computed with ωB97M-V with the def2-TZVPD basis set.

Charge = +1
Energy above the lowest of the compared OMol25 structures with the same formula, charge and spin = 187.6 kJ/mol
2S+1 = 1
HOMO = -0.4631 Eh

Last column: Löwdin charge in e.
Positions of all 20 atoms, in Å:
C (0.37, -1.74, -0.85)  -0.06
C (-1.03, -1.27, -0.45)  -0.13
C (-1.15, 0.07, 0.25)  -0.46
C (-1.71, 1.12, -0.38)  0.07
N (-0.79, 0.04, 1.59)  0.10
N (1.48, -0.74, -0.32)  0.17
H (0.48, -1.69, -1.93)  0.13
H (0.63, -2.60, -0.25)  0.13
H (-1.45, -1.96, 0.29)  0.12
H (-1.69, -1.26, -1.31)  0.12
H (-1.87, 2.07, 0.10)  0.07
H (-1.79, 1.11, -1.46)  0.07
H (-0.80, 0.88, 2.13)  0.10
H (-1.18, -0.69, 2.15)  0.09
H (1.29, -0.79, 0.69)  0.14
H (1.26, 0.26, -0.50)  0.10
H (2.42, -1.04, -0.53)  0.16
H (1.31, 2.58, 0.61)  0.04
H (2.22, 2.46, -0.73)  0.07
O (1.90, 2.08, 0.09)  -0.03